Entry 1:
67
Properties=species:S:1:pos:R:3 method="wB97M-V/def2-TZVPD" relative_energy_kcal_mol=0.0 lumo_energy_ev=-14.932 total_charge=+3 homo_ev=-17.6 e_tot_ha=-3052.16591
H 2.776 -3.055 1.656
H 1.114 2.731 -1.304
H -4.703 0.787 3.663
O 0.459 0.169 0.232
C -0.806 -2.990 2.086
H 2.410 2.700 -3.392
H -0.390 -0.857 3.841
H 1.733 -0.716 0.708
H -1.293 -3.419 2.958
O 2.132 -1.087 -2.216
O 1.129 -4.288 -1.926
H 0.969 -5.360 -0.115
H 1.633 1.471 0.178
P -3.775 -0.911 -3.760
C 0.412 -4.705 -0.793
C -0.025 0.179 3.737
O -3.164 -2.143 -4.392
O -0.548 0.885 2.636
O -1.744 -2.819 1.045
H 3.551 -2.759 0.105
C 2.671 -2.512 0.700
H 1.506 2.908 1.955
Al -3.759 -1.284 -0.356
O -5.081 -1.101 -3.010
H 1.690 4.322 -3.605
H -0.332 0.655 4.665
H 1.497 -0.336 -2.116
Al -1.951 1.988 -2.834
O 0.829 3.078 -2.183
H 2.748 3.913 1.223
H 3.574 0.253 -2.883
O -1.712 3.316 -0.115
H 3.151 2.267 1.799
C 3.418 -0.467 -2.057
H 4.139 -1.251 -2.283
H -1.282 -2.489 0.219
H 0.040 -3.869 -0.203
H 2.718 3.873 -2.136
O 2.623 -1.129 0.959
H -4.067 2.232 2.856
C 2.397 2.890 1.315
O -0.229 0.466 -2.207
H -0.883 3.813 1.699
C -3.787 1.262 3.326
H -0.044 -3.712 1.739
Al -0.640 -2.191 -3.278
H 0.170 4.142 0.303
P -0.660 -0.006 -0.801
H 1.069 0.109 3.677
H -3.159 1.629 4.150
C 1.972 3.573 -2.876
O -3.861 0.326 -4.653
O 2.072 2.343 0.031
O -1.095 -1.507 -1.064
H 3.487 0.039 -1.076
O -3.168 0.422 2.384
H -0.230 -2.074 2.327
H -2.256 0.754 2.244
O -1.943 0.730 -0.424
H -0.188 0.580 1.776
H -1.597 2.392 0.213
H -0.454 -5.330 -1.050
O -2.675 -0.505 -2.722
H 1.877 -4.857 -2.136
H -1.321 5.169 0.633
H 1.721 -2.823 0.268
C -0.864 4.184 0.660


Entry 2:
70
Properties=species:S:1:pos:R:3 method="wB97M-V/def2-TZVPD" relative_energy_kcal_mol=105.4 lumo_energy_ev=-0.041 total_charge=0 homo_ev=-8.8 smiles="NC(N)=O.NC(N)=O.NC(N)=O.NC(N)=O.NC(N)=O.NC(N)=O.NC(N)=O.NC(N)=O.CO" e_tot_ha=-1917.96379
H 2.242 -0.834 3.443
H 3.625 -0.364 -0.252
N 4.596 1.127 -2.821
N 1.934 2.814 2.584
H -1.443 -1.195 1.377
N -1.778 2.964 -3.377
H -2.115 -0.779 -1.324
O 5.847 -0.245 -1.601
H 3.671 1.377 -3.141
H -3.052 -2.309 -1.571
C -2.886 -1.163 -3.155
O -2.719 -0.013 -3.570
H 0.005 -0.696 2.208
C -1.492 3.960 -2.635
N 1.087 0.333 0.685
N -5.311 -0.793 1.608
N -1.019 -3.205 3.733
H 5.417 1.564 -3.216
H -2.109 3.087 -4.323
H 0.260 -5.936 3.227
H -0.045 0.035 -4.200
C 1.674 -0.294 5.198
N -3.465 -2.183 -3.667
H 0.776 0.109 5.667
H 1.763 0.510 -0.045
H -3.346 -3.141 -3.370
H 1.744 2.247 3.398
H 1.330 0.590 1.632
H -1.672 -2.502 3.418
H -4.927 -2.816 0.659
O -1.679 5.221 -2.800
O -1.773 -4.580 2.229
N 1.918 0.937 -4.914
H 2.931 0.759 -1.444
H -5.634 -1.032 0.682
H -3.816 -2.138 -4.613
H 1.766 -1.324 5.544
C 2.982 2.564 1.951
C -0.096 0.023 0.384
N -2.660 -1.428 -1.873
O -3.592 -1.244 3.011
N 0.441 0.401 -3.394
H -1.740 2.059 -2.930
N -0.589 -0.655 1.393
N 3.672 0.157 -1.116
H -5.745 -0.007 2.072
H -3.425 -3.124 1.590
C -4.321 -1.473 2.059
N -0.986 3.599 -1.445
H -0.755 2.659 -1.156
C -0.967 -4.335 3.117
H 3.647 2.904 -0.005
H 2.644 1.602 -5.141
H 0.054 0.585 -2.479
N -4.198 -2.541 1.302
C 4.758 0.308 -1.843
C 1.442 1.134 -3.704
O 3.860 1.787 2.278
O -0.574 0.296 -0.728
H 1.329 3.597 2.384
N 2.982 3.077 0.735
H 2.214 3.669 0.452
O 1.972 1.830 -2.866
H -0.866 4.368 -0.801
O 1.556 -0.287 3.832
N 0.113 -4.966 3.464
H 1.410 0.576 -5.709
H 0.785 -4.511 4.066
H -0.202 -2.948 4.267
H 2.551 0.228 5.581